ORCA calculation (ωB97M-V with the def2-TZVPD basis set) on a molecular structure, C2H3GdLiO.

```
! wB97M-V def2-TZVPD RIJCOSX def2/J DEFGRID3
* xyz 2 9
O 0.160 -1.187 0.790
C 0.412 -0.997 -0.472
Gd -0.773 0.781 1.206
Li -1.314 -0.428 -2.199
H 1.339 -1.491 -0.840
C 0.040 1.136 -0.997
H -0.504 1.952 -1.508
H 0.939 1.079 -1.621
*
```

Values from the calculation:
HOMO level (spin up / spin down) = -0.6079 / -0.6436 hartree
energy above the lowest of the compared OMol25 structures with the same formula, charge and spin = 0.65 kcal/mol
Kohn-Sham gap (spin up / spin down) = 6.687 / 6.783 eV

Here are the Löwdin charges for atoms 1 to 6, given in e: O -0.33; C -0.19; Gd 1.91; Li 0.83; H 0.11; C -0.33

***

ORCA calculation (ωB97M-V with the def2-TZVPD basis set) on 2 unconnected molecules or ions with the total composition C2H3I3O2.

```
! wB97M-V def2-TZVPD RIJCOSX def2/J DEFGRID3
* xyz 0 1
C 0.256 -1.130 -0.766
C 0.838 -1.047 0.442
O -1.122 2.005 0.073
O 2.158 -1.437 0.803
I 1.430 -1.480 -2.438
I -0.328 -0.717 2.147
I 0.129 3.325 0.876
H -0.795 -0.950 -0.951
H -2.093 2.422 0.225
H 2.637 -1.507 0.002
*
```

Values from the calculation:
HOMO level = -0.3203 hartree
energy above the lowest of the compared OMol25 structures with the same formula, charge and spin = 40.91 kcal/mol
Kohn-Sham gap = 7.881 eV

Here are the natural (NBO) charges for atoms 1 to 6, given in e: C -0.50; C 0.14; O -0.90; O -0.69; I 0.13; I 0.18

***

ORCA calculation (ωB97M-V with the def2-TZVPD basis set) on a molecular structure, C2H3I3S.

```
! wB97M-V def2-TZVPD RIJCOSX def2/J DEFGRID3
* xyz 0 1
C 0.171 -0.666 -0.224
C -0.154 0.720 -0.370
S -0.330 -1.512 1.466
I -0.173 1.185 -2.501
I 1.156 2.289 0.501
I -2.192 1.029 0.274
H 1.274 -0.925 -0.461
H -0.328 -1.175 -1.021
H 0.576 -0.946 2.336
*
```

Values from the calculation:
HOMO level = -0.3295 hartree
energy above the lowest of the compared OMol25 structures with the same formula, charge and spin = 4.73 kcal/mol
Kohn-Sham gap = 8.094 eV

Here are the natural (NBO) charges for atoms 1 to 6, given in e: C -0.66; C -0.50; S -0.07; I 0.18; I 0.18; I 0.20

***

ORCA calculation (ωB97M-V with the def2-TZVPD basis set) on 2 unconnected molecules or ions with the total composition C2H3IN2.

```
! wB97M-V def2-TZVPD RIJCOSX def2/J DEFGRID3
* xyz 0 1
C -1.168 -1.015 -0.080
C 0.166 -0.342 -0.093
N -1.753 -2.007 0.482
N -2.427 -1.161 -0.479
I -5.284 0.259 0.011
H 0.788 -1.129 -0.663
H 0.579 -0.442 0.884
H 0.042 0.696 -0.285
*
```

Values from the calculation:
HOMO level (spin up / spin down) = -0.3567 / -0.3191 hartree
energy above the lowest of the compared OMol25 structures with the same formula, charge and spin = 65.01 kcal/mol
Kohn-Sham gap (spin up / spin down) = 10.014 / 6.185 eV

Here are the Löwdin charges for atoms 1 to 6, given in e: C -0.43; C 0.01; N 0.12; N 0.04; I -0.01; H 0.13

***

ORCA calculation (ωB97M-V with the def2-TZVPD basis set) on a molecular structure, C2H3IN2O.

```
! wB97M-V def2-TZVPD RIJCOSX def2/J DEFGRID3
* xyz 0 1
C 0.001 -0.133 0.568
C 1.370 0.027 -0.001
N -0.392 -0.541 1.645
N -2.102 -0.007 -0.106
O -0.854 0.186 -0.502
I -3.329 0.326 -1.619
H 1.427 0.832 -0.701
H 2.119 0.278 0.876
H 1.760 -0.969 -0.160
*
```

Values from the calculation:
HOMO level (spin up / spin down) = -0.3607 / -0.3292 hartree
energy above the lowest of the compared OMol25 structures with the same formula, charge and spin = 124.88 kcal/mol
Kohn-Sham gap (spin up / spin down) = 9.089 / 7.781 eV

Here are the natural (NBO) charges for atoms 1 to 6, given in e: C 0.38; C -0.69; N -0.18; N -0.22; O -0.36; I 0.33

***

ORCA calculation (ωB97M-V with the def2-TZVPD basis set) on 2 unconnected molecules or ions with the total composition C2H3IN2O2.

```
! wB97M-V def2-TZVPD RIJCOSX def2/J DEFGRID3
* xyz 0 1
C -0.514 -0.627 1.366
C 1.060 0.965 -1.586
N -0.200 1.139 -1.554
N -1.120 0.364 1.387
O 0.119 -1.564 1.064
O -1.088 0.170 -1.335
I 2.347 2.587 -1.840
H 1.622 -0.098 -1.638
H -0.724 -0.708 -1.058
H -1.456 1.077 2.064
*
```

Values from the calculation:
HOMO level = -0.3416 hartree
energy above the lowest of the compared OMol25 structures with the same formula, charge and spin = 68.69 kcal/mol
Kohn-Sham gap = 9.596 eV

Here are the natural (NBO) charges for atoms 1 to 6, given in e: C 0.84; C -0.19; N -0.12; N -0.73; O -0.55; O -0.51

***

ORCA calculation (ωB97M-V with the def2-TZVPD basis set) on 2 unconnected molecules or ions with the total composition C2H3IO.

```
! wB97M-V def2-TZVPD RIJCOSX def2/J DEFGRID3
* xyz 0 1
C -0.759 -0.208 0.483
C 0.041 0.266 -0.616
O -0.519 1.172 0.151
I 3.135 -0.342 -0.039
H -1.774 -0.551 0.315
H -0.268 -0.555 1.382
H 0.145 0.218 -1.676
*
```

Values from the calculation:
HOMO level (spin up / spin down) = -0.3315 / -0.3225 hartree
energy above the lowest of the compared OMol25 structures with the same formula, charge and spin = 74.49 kcal/mol
Kohn-Sham gap (spin up / spin down) = 8.211 / 6.581 eV

Here are the natural (NBO) charges for atoms 1 to 6, given in e: C -0.15; C 0.25; O -0.39; I -0.35; H 0.20; H 0.22

***

ORCA calculation (ωB97M-V with the def2-TZVPD basis set) on a molecular structure, C2H3IS.

```
! wB97M-V def2-TZVPD RIJCOSX def2/J DEFGRID3
* xyz 0 3
C 0.873 0.409 0.793
C -0.403 0.242 0.752
S -0.095 -0.368 -2.147
I 2.244 -0.847 -0.038
H -1.003 1.064 0.843
H -0.800 -0.731 0.867
H -0.816 0.230 -1.070
*
```

Values from the calculation:
HOMO level (spin up / spin down) = -0.3287 / -0.3380 hartree
energy above the lowest of the compared OMol25 structures with the same formula, charge and spin = 51.99 kcal/mol
Kohn-Sham gap (spin up / spin down) = 8.980 / 7.218 eV

Here are the natural (NBO) charges for atoms 1 to 6, given in e: C -0.06; C -0.60; S -0.20; I 0.28; H 0.23; H 0.24

***

ORCA calculation (ωB97M-V with the def2-TZVPD basis set) on C2H3IS2 in the gas phase.

```
! wB97M-V def2-TZVPD RIJCOSX def2/J DEFGRID3
* xyz 0 1
C 0.684 -0.079 -0.420
C -0.476 0.059 0.773
S 0.776 -1.728 -1.128
S -0.037 -0.034 -2.051
I -1.249 2.124 0.861
H 1.786 0.393 -0.241
H -0.058 -0.243 1.733
H -1.426 -0.491 0.474
*
```

Values from the calculation:
HOMO level = -0.3190 hartree
energy above the lowest of the compared OMol25 structures with the same formula, charge and spin = 15.19 kcal/mol
Kohn-Sham gap = 8.499 eV

Here are the natural (NBO) charges for atoms 1 to 6, given in e: C -0.52; C -0.51; S 0.10; S 0.13; I 0.06; H 0.27

***

ORCA calculation (ωB97M-V with the def2-TZVPD basis set) on a molecular structure, C2H3K.

```
! wB97M-V def2-TZVPD RIJCOSX def2/J DEFGRID3
* xyz -1 2
C 0.340 0.040 0.167
H 0.893 -0.779 0.657
C -0.630 0.041 -0.695
H -1.357 -0.731 -0.994
K 0.773 2.308 -1.611
H -0.019 -0.879 2.477
*
```

Values from the calculation:
HOMO level (spin up / spin down) = -0.0133 / -0.0159 hartree
Kohn-Sham gap (spin up / spin down) = 1.875 / 1.992 eV

So, what does the natural (NBO) scheme give us? The charges, in e, come out as: C -0.54; H 0.23; C -0.74; H 0.16; K 0.63; H -0.74

***

ORCA calculation (ωB97M-V with the def2-TZVPD basis set) on a molecular structure, C2H3LiO2Rh.

```
! wB97M-V def2-TZVPD RIJCOSX def2/J DEFGRID3
* xyz 1 5
H -0.279 1.256 0.940
O -0.910 -0.712 0.460
C -0.134 0.386 0.274
C 0.636 0.459 -0.837
O 0.703 -0.560 -1.713
Li -2.403 -1.657 0.678
Rh -0.314 -1.953 -0.920
H 1.566 1.382 2.224
H 1.134 1.400 -1.107
*
```

Values from the calculation:
HOMO level (spin up / spin down) = -0.4620 / -0.4930 hartree
energy above the lowest of the compared OMol25 structures with the same formula, charge and spin = 36.43 kcal/mol
Kohn-Sham gap (spin up / spin down) = 7.590 / 7.428 eV

Here are the natural (NBO) charges for atoms 1 to 6, given in e: H 0.22; O -0.88; C 0.16; C 0.12; O -0.59; Li 0.95

***

ORCA calculation (ωB97M-V with the def2-TZVPD basis set) on a molecular structure, C2H3MgO2.

```
! wB97M-V def2-TZVPD RIJCOSX def2/J DEFGRID3
* xyz 2 2
H 1.436 0.640 -0.564
C -0.273 -0.671 1.048
O -0.633 -1.789 0.772
O -0.596 0.256 0.139
C 0.547 1.086 -0.115
H 0.209 1.748 -0.914
H 0.995 0.186 1.022
Mg -1.685 -1.457 -1.388
*
```

Values from the calculation:
HOMO level (spin up / spin down) = -0.7207 / -0.7492 hartree
energy above the lowest of the compared OMol25 structures with the same formula, charge and spin = 64.82 kcal/mol
Kohn-Sham gap (spin up / spin down) = 6.595 / 7.309 eV

Here are the natural (NBO) charges for atoms 1 to 6, given in e: H 0.24; C 0.71; O -0.63; O -0.61; C -0.05; H 0.25

***

ORCA calculation (ωB97M-V with the def2-TZVPD basis set) on C2H3N in the gas phase.

```
! wB97M-V def2-TZVPD RIJCOSX def2/J DEFGRID3
* xyz 0 1
C 0.125 0.353 -0.090
C -0.016 -1.379 -0.177
N -0.750 -1.016 0.692
H -0.150 0.605 -1.111
H -0.405 1.006 0.602
H 1.195 0.431 0.084
*
```

Values from the calculation:
HOMO level = -0.4146 hartree
energy above the lowest of the compared OMol25 structures with the same formula, charge and spin = 61.25 kcal/mol
Kohn-Sham gap = 12.134 eV

So, what does the natural (NBO) scheme give us? The charges, in e, come out as: C -0.52; C 0.15; N -0.35; H 0.24; H 0.25; H 0.24

***

ORCA calculation (ωB97M-V with the def2-TZVPD basis set) on a molecular structure, C2H3N2O.

```
! wB97M-V def2-TZVPD RIJCOSX def2/J DEFGRID3
* xyz 1 1
C -0.157 1.092 0.003
C 0.729 -0.065 0.011
N -1.354 0.637 -0.005
N 0.113 -1.164 0.005
O -1.557 -0.539 -0.003
H 0.110 2.133 0.006
H 1.801 0.058 0.013
H 0.315 -2.152 -0.030
*
```

Values from the calculation:
HOMO level = -0.6230 hartree
energy above the lowest of the compared OMol25 structures with the same formula, charge and spin = 86.92 kcal/mol
Kohn-Sham gap = 10.221 eV

Here are the natural (NBO) charges for atoms 1 to 6, given in e: C -0.10; C 0.13; N 0.20; N -0.29; O 0.00; H 0.29

***

ORCA calculation (ωB97M-V with the def2-TZVPD basis set) on a molecular structure, C2H3N2O2.

```
! wB97M-V def2-TZVPD RIJCOSX def2/J DEFGRID3
* xyz -1 1
C -0.358 0.897 -1.024
C 0.580 0.002 -1.040
N 0.435 -1.335 0.375
N -0.011 -0.755 1.412
O -0.415 -1.549 2.339
O -0.264 0.447 1.579
H -0.332 1.662 -1.730
H -0.965 0.885 -0.193
H 1.330 -0.254 -1.719
*
```

Values from the calculation:
HOMO level = -0.1377 hartree
energy above the lowest of the compared OMol25 structures with the same formula, charge and spin = 116.92 kcal/mol
Kohn-Sham gap = 8.079 eV

Here are the natural (NBO) charges for atoms 1 to 6, given in e: C -0.49; C -0.05; N -0.37; N 0.51; O -0.61; O -0.58

***

ORCA calculation (ωB97M-V with the def2-TZVPD basis set) on a gas-phase ion, C2H3N2O2 (charge -1).

```
! wB97M-V def2-TZVPD RIJCOSX def2/J DEFGRID3
* xyz -1 1
C 0.148 -0.001 -0.024
C 1.333 0.156 -0.691
N 0.154 0.152 1.391
N 1.189 0.268 2.179
O 0.905 0.418 3.405
O 2.446 0.495 -0.209
H -0.835 -0.357 -0.521
H 1.158 0.340 -1.875
H -0.794 0.402 1.886
*
```

Values from the calculation:
HOMO level (spin up / spin down) = -0.0940 / -0.0940 hartree
energy above the lowest of the compared OMol25 structures with the same formula, charge and spin = 55.67 kcal/mol
Kohn-Sham gap (spin up / spin down) = 7.042 / 7.041 eV

Here are the natural (NBO) charges for atoms 1 to 6, given in e: C -0.37; C 0.25; N -0.35; N 0.21; O -0.57; O -0.72

***

ORCA calculation (ωB97M-V with the def2-TZVPD basis set) on a gas-phase ion, C2H3N2O2 (charge +1).

```
! wB97M-V def2-TZVPD RIJCOSX def2/J DEFGRID3
* xyz 1 1
C 1.155 0.230 0.174
C -1.017 0.078 -0.112
N -0.295 1.069 -0.419
N -0.463 -1.262 0.148
O 2.172 0.852 0.225
O 0.857 -1.048 -0.114
H 0.275 2.104 -0.569
H -1.986 -0.012 -0.034
H -0.698 -2.009 0.701
*
```

Values from the calculation:
HOMO level = -0.6011 hartree
energy above the lowest of the compared OMol25 structures with the same formula, charge and spin = 123.41 kcal/mol
Kohn-Sham gap = 10.967 eV

Here are the natural (NBO) charges for atoms 1 to 6, given in e: C 0.90; C 0.38; N -0.61; N -0.26; O -0.40; O -0.27

***

ORCA calculation (ωB97M-V with the def2-TZVPD basis set) on 2 unconnected molecules or ions with the total composition C2H3N2O2S.

```
! wB97M-V def2-TZVPD RIJCOSX def2/J DEFGRID3
* xyz 1 3
C -1.182 0.082 -1.849
C 1.724 -1.337 0.270
N 2.586 -2.141 0.270
N -1.164 0.720 -0.668
O -1.112 1.973 -0.312
O 0.649 -0.892 0.112
S -2.775 0.044 -1.417
H -0.444 -0.471 -2.344
H 3.452 -2.200 0.636
H -1.219 1.915 0.742
*
```

Values from the calculation:
HOMO level (spin up / spin down) = -0.4988 / -0.5410 hartree
energy above the lowest of the compared OMol25 structures with the same formula, charge and spin = 0.00 kcal/mol
Kohn-Sham gap (spin up / spin down) = 7.409 / 6.234 eV

Here are the natural (NBO) charges for atoms 1 to 6, given in e: C -0.29; C 0.86; N -0.67; N 0.10; O -0.37; O -0.60

***

ORCA calculation (ωB97M-V with the def2-TZVPD basis set) on 2 unconnected molecules or ions with the total composition C2H3N2O3.

```
! wB97M-V def2-TZVPD RIJCOSX def2/J DEFGRID3
* xyz 1 1
C 0.538 0.061 0.730
C -1.161 3.540 0.414
N -0.421 -0.015 -0.141
N 1.047 1.282 1.304
O -1.817 4.463 0.421
O -0.378 2.705 0.292
O 2.016 1.924 1.309
H 0.561 -0.707 1.555
H -0.906 -0.907 -0.024
H -0.401 0.704 -0.987
*
```

Values from the calculation:
HOMO level (spin up / spin down) = -0.5568 / -0.5568 hartree
energy above the lowest of the compared OMol25 structures with the same formula, charge and spin = 17.57 kcal/mol
Kohn-Sham gap (spin up / spin down) = 9.051 / 9.051 eV

Here are the natural (NBO) charges for atoms 1 to 6, given in e: C 0.24; C 1.05; N -0.67; N 0.25; O -0.42; O -0.61

***

ORCA calculation (ωB97M-V with the def2-TZVPD basis set) on C2H3N2OP in the gas phase.

```
! wB97M-V def2-TZVPD RIJCOSX def2/J DEFGRID3
* xyz 0 1
C -1.263 -0.119 -0.084
C -0.907 1.155 -0.114
N 0.090 -1.050 -0.101
N 1.012 -0.185 -0.008
O 2.276 -0.866 -0.070
P 0.853 1.414 -0.041
H -2.298 -0.422 0.149
H -1.705 1.805 0.208
H 1.943 -1.731 0.062
*
```

Values from the calculation:
HOMO level = -0.3191 hartree
energy above the lowest of the compared OMol25 structures with the same formula, charge and spin = 81.73 kcal/mol
Kohn-Sham gap = 9.235 eV

Here are the natural (NBO) charges for atoms 1 to 6, given in e: C -0.07; C -0.63; N -0.28; N -0.15; O -0.50; P 0.68